The following is a quantum chemistry calculation of the molecule C5H8O at a distorted geometry, from OMol25.

Output
Total charge = 0
Gap between HOMO and LUMO = 10.28 eV
SMILES = C[C@H]1CCC1=O
LUMO = 0.0337 Eh
F_max = 1.21 eV/Å

Last column: Mulliken charge in e.
Element x y z (Å)
C1 -1.31302 -1.12814 -0.77598  -1.2942
C2 -0.01279 -0.47530 -0.34087  0.3441
C3 0.02386 1.06065 -0.27191  -0.7142
C4 1.17199 0.99868 0.74355  -0.5067
C5 0.67130 -0.43606 1.08003  0.3538
O1 0.67736 -1.09890 2.08574  -0.5617
H1 -1.48666 -2.10851 -0.32936  0.3334
H2 -2.16350 -0.48769 -0.52562  0.3139
H3 -1.29136 -1.25500 -1.86301  0.3388
H4 0.81327 -0.84074 -0.97226  0.2257
H5 0.16656 1.57051 -1.22100  0.3229
H6 -0.88798 1.45527 0.19081  0.2942
H7 2.12925 0.90305 0.22566  0.2244
H8 1.21016 1.71757 1.56422  0.3255

The following is a quantum chemistry calculation of a cluster of 6 separate species, CH15NO6 in total at a distorted geometry, from OMol25.

Output
Total charge = 0
Gap between HOMO and LUMO = 10.18 eV
SMILES = NCO.O.O.O.O.O
LUMO = 0.0107 Eh
F_max = 1.14 eV/Å

Last column: Mulliken charge in e.
Element x y z (Å)
N1 -1.71263 -0.61854 2.21044  -0.6200
C1 -0.40182 -0.59865 1.59259  -0.3900
O1 -0.46153 -0.10086 0.24401  -0.3370
H1 -2.08281 0.31927 2.26453  0.2890
H2 -2.33858 -1.19780 1.66702  0.2420
H3 0.19992 0.12360 2.13643  0.3032
H4 0.05630 -1.58170 1.65527  0.2720
H5 -0.68734 -0.79120 -0.38701  0.2645
O2 3.25006 0.05901 -0.39109  -0.5790
H6 3.48364 0.37299 0.48162  0.2700
H7 2.77206 0.74387 -0.86780  0.3143
O3 -0.89754 0.34478 -2.35503  -0.6219
H8 -0.10465 0.36362 -2.89171  0.2654
H9 -1.25907 1.22145 -2.19004  0.3398
O4 1.82890 -2.44013 -0.07066  -0.6214
H10 1.47330 -1.87746 -0.76353  0.2810
H11 2.77195 -2.48345 -0.26523  0.3074
O5 -3.09151 1.13233 -0.96792  -0.6473
H12 -2.39133 0.49804 -0.76142  0.3545
H13 -3.71544 0.57122 -1.44308  0.3353
O6 1.28947 2.26014 0.11753  -0.6781
H14 0.55968 1.63973 -0.05580  0.3484
H15 1.45895 2.03974 1.04087  0.3077

The following is a quantum chemistry calculation of the ion C2H2NO3S with charge -1 at a distorted geometry, from OMol25.

Output
Total charge = -1
Gap between HOMO and LUMO = 9.11 eV
LUMO = 0.1448 Eh
F_max = 3.52 eV/Å

Last column: Mulliken charge in e.
Element x y z (Å)
C1 -1.84779 -1.88387 -0.03672  -0.2509
C2 -0.71531 0.37412 0.00417  -0.4900
N1 -1.31815 -0.85319 0.12020  0.0258
O1 1.52329 0.59913 1.26685  -0.6663
O2 1.55453 0.99946 -1.16702  -0.7145
O3 1.44871 -1.28572 -0.19579  -0.6797
S1 1.13824 0.15024 -0.02258  1.2021
H1 -0.87557 0.82506 0.90792  0.2957
H2 -0.90795 1.07477 -0.87704  0.2778

In the order shown, the computed HOMO values come out to -0.344; -0.363; -0.190 Eh.